C48H55BrN4O2S4SbTl | ωB97M-V/def2-TZVPD

As for the net charge: -2. For the orbital gap, the calculation gives 1.91 eV. The value obtained for the total energy is -185340.227 eV.

Positions of all 116 atoms, in Å:
Tl: 0.094 1.350 1.587
C: 3.533 -5.906 1.039
C: 2.929 -5.031 -0.071
C: 1.620 -5.694 -0.514
C: 3.877 -5.012 -1.281
C: 2.717 -3.605 0.435
C: 1.509 -2.957 0.334
C: 1.343 -1.632 0.772
N: 0.193 -0.958 0.770
C: -0.932 -1.211 0.081
C: -0.997 -1.890 -1.143
C: -2.196 -2.086 -1.794
C: -3.364 -1.643 -1.158
C: -3.367 -0.927 0.019
C: -2.123 -0.597 0.640
O: -2.036 0.159 1.659
C: -4.658 -0.447 0.672
C: -4.716 -0.970 2.114
C: -5.915 -0.933 -0.062
C: -4.674 1.086 0.690
C: -2.209 -2.738 -3.173
C: -1.589 -4.140 -3.085
C: -3.614 -2.884 -3.768
C: -1.401 -1.857 -4.136
C: 2.455 -0.929 1.392
O: 2.321 0.284 1.729
C: 3.683 -1.649 1.558
C: 3.789 -2.917 1.036
C: 4.804 -0.998 2.360
C: 4.285 -0.775 3.788
C: 6.069 -1.862 2.430
C: 5.192 0.358 1.759
H: 3.615 -6.942 0.702
H: 2.896 -5.879 1.920
H: 4.526 -5.565 1.322
H: 1.808 -6.726 -0.812
H: 1.187 -5.172 -1.364
H: 0.897 -5.701 0.298
H: 4.092 -6.030 -1.610
H: 4.816 -4.519 -1.038
H: 3.419 -4.470 -2.106
H: 0.636 -3.469 -0.036
H: -0.063 -2.200 -1.590
H: -4.302 -1.855 -1.639
H: -4.693 -2.059 2.124
H: -5.631 -0.636 2.605
H: -3.861 -0.598 2.671
H: -5.929 -2.020 -0.139
H: -5.967 -0.501 -1.060
H: -6.802 -0.618 0.489
H: -3.794 1.458 1.206
H: -5.564 1.453 1.202
H: -4.674 1.473 -0.327
H: -2.187 -4.766 -2.426
H: -0.580 -4.096 -2.687
H: -1.553 -4.609 -4.069
H: -4.258 -3.481 -3.127
H: -3.552 -3.384 -4.736
H: -4.065 -1.907 -3.922
H: -0.370 -1.754 -3.811
H: -1.835 -0.860 -4.176
H: -1.406 -2.278 -5.143
H: 4.730 -3.438 1.112
H: 4.012 -1.726 4.243
H: 3.407 -0.135 3.768
H: 5.048 -0.298 4.402
H: 5.866 -2.824 2.897
H: 6.821 -1.352 3.031
H: 6.485 -2.028 1.437
H: 4.330 1.017 1.774
H: 5.537 0.244 0.731
H: 5.988 0.817 2.344
S: 2.462 5.045 4.801
Sb: 0.268 4.480 4.438
S: -0.028 6.200 2.447
S: 0.434 2.001 3.909
S: -1.385 7.395 3.233
C: -0.138 1.595 -0.546
C: -0.282 1.659 -1.748
C: -0.511 1.772 -3.140
C: 0.527 1.673 -4.070
C: 0.265 1.785 -5.423
C: -1.030 1.997 -5.871
C: -2.065 2.093 -4.954
C: -1.812 1.987 -3.602
H: 1.536 1.506 -3.720
H: 1.076 1.701 -6.135
H: -1.232 2.075 -6.933
H: -3.078 2.255 -5.300
H: -2.611 2.059 -2.876
N: -2.258 5.152 0.352
C: -1.286 4.212 0.424
N: -1.415 3.414 1.440
C: -2.511 3.866 2.134
C: -3.062 3.440 3.336
C: -4.149 4.140 3.820
C: -4.687 5.230 3.132
C: -4.153 5.667 1.938
C: -3.053 4.981 1.456
H: -2.256 5.951 -0.261
H: -0.502 4.134 -0.304
H: -2.634 2.606 3.870
H: -4.594 3.853 4.762
H: -5.530 5.754 3.560
H: -4.547 6.529 1.422
Br: 4.948 2.015 -1.999
C: 4.009 2.836 -0.567
C: 4.549 3.938 0.072
C: 3.792 4.531 1.066
C: 2.537 4.006 1.339
N: 2.052 2.939 0.733
C: 2.776 2.341 -0.196
H: 5.523 4.311 -0.215
H: 4.146 5.384 1.625
H: 1.902 4.476 2.072
H: 2.353 1.458 -0.654